Density functional theory data (ωB97M-V with the def2-TZVPD basis set) for a molecular structure, C17H27N5O3PPtS2.

Structure (XYZ):
```
56
Properties=species:S:1:pos:R:3:mulliken_charge:R:1
Pt -0.3441 0.6501 1.0159 1.761
N 0.5642 -1.0615 -1.6092 -0.461
C 1.9032 -1.6145 -1.8621 -0.025
C 2.8677 -1.0833 -0.7956 -1.056
C 2.5987 -1.5461 0.6413 0.195
N 1.5564 -0.7305 1.3583 -0.703
C 2.3604 -3.0603 0.6786 -1.474
C 1.4226 -3.6248 -0.3841 0.016
N 0.0167 -3.1856 -0.1232 -0.091
C 1.8235 -3.1471 -1.7860 -1.144
H 0.6361 -0.1615 -1.1456 -0.119
H -0.0604 -2.2043 -0.5655 0.273
H -0.0376 -0.9885 -2.4207 0.260
H 2.2867 -1.3131 -2.8403 0.395
H 2.9022 0.0073 -0.8293 0.226
H 3.8666 -1.4377 -1.0613 0.495
H 3.5203 -1.3707 1.2040 0.534
H 2.0521 0.1287 1.5809 0.226
H 1.3929 -1.1573 2.2677 0.240
H 2.0643 -3.3898 1.6786 0.445
H 3.3295 -3.5255 0.4850 0.493
H 1.4460 -4.7140 -0.3395 0.276
H -0.2292 -3.1278 0.8628 0.447
H -0.6717 -3.7920 -0.5660 0.335
H 1.1181 -3.5270 -2.5291 0.413
H 2.7949 -3.5799 -2.0288 0.510
S -2.1177 1.9897 0.7495 -0.512
C -3.3130 0.9332 -0.0045 0.652
C -4.3679 1.4850 -0.7152 -0.960
C -5.3295 0.6579 -1.2801 0.440
C -6.3882 1.2400 -2.0487 -0.225
N -7.2234 1.7150 -2.6766 -0.456
C -5.2380 -0.7317 -1.1184 0.432
C -4.1869 -1.2796 -0.3932 -0.825
C -3.2118 -0.4573 0.1518 0.595
S -1.8642 -1.1135 1.0717 -0.682
C -6.1942 -1.6115 -1.7201 -0.235
N -6.9377 -2.3291 -2.2198 -0.461
H -4.4468 2.5559 -0.8412 0.513
H -4.1364 -2.3517 -0.2608 0.499
C 0.1348 4.3976 -0.3249 -0.535
O 0.6033 3.9115 0.9503 -0.288
P 1.0553 2.4144 1.1931 0.026
O 2.3572 2.1928 0.2890 -0.113
C 3.4612 3.1283 0.3242 -0.837
O 1.7106 2.5247 2.6362 -0.330
C 0.9298 2.4286 3.8394 -0.683
H 0.1199 5.4800 -0.2395 0.283
H -0.8613 4.0104 -0.5259 0.191
H 0.8253 4.0992 -1.1149 0.272
H 3.9853 3.0214 -0.6214 0.263
H 4.1157 2.8778 1.1560 0.304
H 3.0933 4.1463 0.4371 0.370
H 0.1748 1.6436 3.7440 0.310
H 0.4446 3.3831 4.0367 0.275
H 1.6258 2.1946 4.6396 0.251
```

Summary:
Energy above the lowest of the compared OMol25 structures with the same formula, charge and spin (kJ/mol): 77.77
DFT total energy (Ha): -2420.44604
Strongest force on any atom (eV/A): 0.53
HOMO (eV): -10.441
Frontier orbital gap (eV): 7.57
Charge: +1
E_LUMO (eV): -2.9